Molecular formula: C5H10O2
Method: DFT, ωB97M-V with the def2-TZVPD basis set

Values from the calculation:
Net charge = 0
SMILES = CO[C@H]1C/C1=C/O.[H][H]
HOMO-LUMO gap = 9.84 eV
Highest occupied orbital energy = -8.83 eV
Lowest unoccupied orbital energy = 1.005 eV

```
17
C5H10O2 | the Open Molecules 2025 dataset | ωB97M-V with the def2-TZVPD basis set
C -1.8953 -0.1253 1.8422
O -1.1868 -0.5447 0.7002
C -0.2909 0.4058 0.2148
C 1.0409 0.6512 0.9307
C 0.9606 -0.1213 -0.3141
C 1.4431 -1.0377 -1.1325
O 0.6979 -1.6908 -2.0639
H -2.5133 0.7618 1.6396
H -1.2121 0.1029 2.6724
H -2.5450 -0.9556 2.1293
H -0.7632 1.2789 -0.2488
H 1.4347 1.6673 0.9125
H 1.2253 0.1085 1.8566
H 2.4840 -1.3446 -1.1631
H -0.2308 -1.4637 -1.9035
H 0.5643 1.5052 -3.0829
H 0.7868 0.8020 -2.9893
```

These are the Löwdin partial charges, in e, on atoms 1 to 2: number 1, C, carries -0.1008; number 2, O, carries -0.1395


Molecular formula: C4H11NO
Method: DFT, ωB97M-V with the def2-TZVPD basis set

Values from the calculation:
Net charge = 0
HOMO-LUMO gap = 8.99 eV
Highest occupied orbital energy = -8.03 eV
Lowest unoccupied orbital energy = 0.960 eV

```
17
C4H11NO | the Open Molecules 2025 dataset | ωB97M-V with the def2-TZVPD basis set
C 0.7591 -0.2690 -0.3195
C 0.0721 0.4780 0.7936
C -1.9802 1.2857 -0.2067
C 2.1547 -0.7591 -0.1331
N -1.3520 0.2170 0.5447
O -0.2276 -1.7446 -0.5655
H -0.5772 -2.2881 0.1544
H -1.3146 -0.8464 -0.0292
H 0.5631 0.1817 -1.2904
H 0.3331 1.5447 0.7800
H 0.3435 0.0567 1.7680
H -3.0034 0.9953 -0.4585
H -1.4554 1.5225 -1.1455
H -2.0348 2.2142 0.3791
H 2.3161 -1.8359 -0.1926
H 2.8183 -0.3249 -0.8947
H 2.5851 -0.4279 0.8158
```

These are the Löwdin partial charges, in e, on atoms 1 to 2: number 1, C, carries -0.1810; number 2, C, carries -0.2365


Molecular formula: C9H14O
Method: DFT, ωB97M-V with the def2-TZVPD basis set

Values from the calculation:
Net charge = 0
SMILES = Cc1ccc(O)cc1.CC
HOMO-LUMO gap = 9.17 eV
Highest occupied orbital energy = -8.31 eV
Lowest unoccupied orbital energy = 0.863 eV

```
24
C9H14O | the Open Molecules 2025 dataset | ωB97M-V with the def2-TZVPD basis set
C -0.4856 2.1669 0.8027
C -0.7375 0.6713 0.8885
C -1.4345 0.0657 -0.1532
C -1.9669 -1.2190 -0.0055
C -1.6758 -1.8075 1.2309
O -2.2236 -3.0856 1.2902
C -0.6963 -1.4245 2.1266
C -0.2802 -0.0956 1.9576
H 0.2722 2.4344 0.0776
H -0.0689 2.6598 1.6992
H -1.4496 2.6612 0.6688
H -1.6446 0.6030 -1.0836
H -2.6470 -1.6987 -0.7082
H -2.0815 -3.5259 2.1258
H -0.3852 -2.0725 2.9150
H 0.5219 0.3030 2.5610
C 2.8034 0.0949 -2.1022
C 1.4347 0.7054 -2.0311
H 3.3740 0.2706 -1.1809
H 2.8683 -0.9704 -2.3078
H 3.4469 0.6278 -2.8518
H 0.6199 0.2352 -2.5761
H 1.1104 0.6487 -0.9953
H 1.3256 1.7518 -2.3482
```

These are the Löwdin partial charges, in e, on atoms 1 to 2: number 1, C, carries -0.0571; number 2, C, carries -0.3061


Molecular formula: C7H11IN2Si
Method: DFT, ωB97M-V with the def2-TZVPD basis set

Values from the calculation:
Net charge = 0
SMILES = C[Si](C)(C)c1nccnc1I
HOMO-LUMO gap = 9.35 eV
Highest occupied orbital energy = -9.17 eV
Lowest unoccupied orbital energy = 0.172 eV

```
22
C7H11IN2Si | the Open Molecules 2025 dataset | ωB97M-V with the def2-TZVPD basis set
C 0.4986 1.9833 0.6067
Si 0.2650 0.1996 -0.0419
C 1.2497 0.0481 -1.6736
C 0.8265 -1.2133 1.1099
C -1.5468 -0.1006 -0.5373
N -2.2581 -0.9498 0.2617
C -3.5359 -1.2672 0.0132
C -4.1799 -0.6528 -1.0275
N -3.5744 0.2781 -1.7300
C -2.3525 0.5065 -1.4899
I -1.3993 2.0880 -2.6629
H -0.2759 2.6464 0.1589
H 0.2589 2.0166 1.6513
H 1.5018 2.3391 0.5258
H 1.0615 0.7723 -2.4216
H 2.2233 -0.0845 -1.2644
H 0.9154 -0.9308 -2.1111
H 1.8376 -1.2756 1.2814
H 0.4472 -0.8354 2.0313
H 0.5393 -2.2202 0.9137
H -3.9253 -2.0619 0.5114
H -5.1018 -1.0894 -1.3378
```

These are the Löwdin partial charges, in e, on atoms 1 to 2: number 1, C, carries -0.1788; number 2, Si, carries 0.5623


Molecular formula: C10H21IN
Method: DFT, ωB97M-V with the def2-TZVPD basis set

Values from the calculation:
Net charge = +1
SMILES = C=C(CC)[C@@](I)(CC)C(C)(C)[NH3+]
HOMO-LUMO gap = 9.58 eV
Highest occupied orbital energy = -12.83 eV
Lowest unoccupied orbital energy = -3.253 eV

```
33
C10H21IN | the Open Molecules 2025 dataset | ωB97M-V with the def2-TZVPD basis set
C -0.4514 -1.6326 -1.6599
C -0.0097 -1.1789 -0.5013
C 1.2843 -1.7422 -0.0798
C 2.4810 -1.3467 -1.0105
C -0.8580 -0.1319 0.3312
I -3.0539 -0.1783 -0.0801
C -0.5937 -0.2622 1.8268
C -1.1287 -1.5757 2.4693
C -0.4023 1.2945 -0.2324
C -0.5630 1.4651 -1.8122
C 0.9723 1.6969 0.1999
N -1.2888 2.4228 0.3007
H -1.3683 -1.3546 -2.1812
H 0.0902 -2.3233 -2.2946
H 1.7121 -1.4361 0.8767
H 1.2642 -2.8555 -0.0938
H 2.3144 -1.6571 -2.0608
H 3.5517 -1.6453 -0.6121
H 2.4606 -0.2282 -1.0889
H -1.1290 0.6101 2.2522
H 0.4539 -0.0899 2.0620
H -0.7165 -1.4482 3.5286
H -2.2470 -1.7032 2.4319
H -0.8786 -2.5383 1.9207
H -1.5860 1.3601 -2.0956
H 0.0304 0.6200 -2.3314
H -0.1907 2.4815 -2.1025
H 1.1178 2.0298 1.1683
H 1.4522 2.5163 -0.4433
H 1.7363 0.8435 -0.0229
H -1.0041 3.3883 0.1641
H -1.2789 2.3230 1.3189
H -2.1728 2.2762 -0.1480
```

These are the Löwdin partial charges, in e, on atoms 1 to 2: number 1, C, carries 0.0189; number 2, C, carries -0.3338


Molecular formula: C19H31BrF3NO21P2S4
Method: DFT, ωB97M-V with the def2-TZVPD basis set

Values from the calculation:
Net charge = 0
SMILES = CC(=O)OC[C@@]1(C(F)(F)F)O[C@H](N=C=S)[C@@](CCCBr)(CP(=O)(O)O)[C@H]1P(=O)(O)O.O=S1(=O)OCCO1.O=S1(=O)OCCO1.O=S1(=O)OCCO1
HOMO-LUMO gap = 9.79 eV
Highest occupied orbital energy = -9.59 eV
Lowest unoccupied orbital energy = 0.200 eV

```
82
C19H31BrF3NO21P2S4 | the Open Molecules 2025 dataset | ωB97M-V with the def2-TZVPD basis set
C -5.8949 -0.3460 -0.4909
C -5.1805 0.7413 -1.2384
O -4.9149 1.7844 -0.7448
O -4.9238 0.5107 -2.5612
C -4.1452 -0.6294 -2.8928
C -2.6392 -0.3313 -2.8455
C -2.2767 0.5757 -4.0441
F -2.9029 1.7413 -3.9833
F -0.9561 0.8191 -4.0855
F -2.6096 -0.0095 -5.2073
O -2.2656 0.4503 -1.7252
C -1.6790 -0.3035 -0.6988
N -0.3619 0.2725 -0.4114
C -0.1640 1.4652 -0.4904
S 0.1555 2.9733 -0.6226
C -1.5575 -1.7848 -1.1707
C -0.2019 -2.4231 -0.8797
C 0.2927 -2.3344 0.5863
C 1.7318 -1.8470 0.7308
Br 2.6672 -2.9509 2.0332
C -2.8199 -2.5728 -0.7061
P -2.8382 -3.7035 0.6907
O -4.1778 -4.2856 0.8172
O -1.6909 -4.7897 0.4681
O -2.4448 -2.7839 1.9478
C -1.6844 -1.5348 -2.7212
P -1.8151 -2.9973 -3.7732
O -1.0009 -4.1103 -3.2818
O -1.4291 -2.5413 -5.2524
O -3.3680 -3.3199 -3.9189
H -6.2667 -1.1502 -1.1161
H -5.2512 -0.7344 0.2951
H -6.7326 0.1288 0.0138
H -4.4227 -1.4762 -2.2766
H -4.4051 -0.8967 -3.9130
H -2.2670 -0.2528 0.2182
H -0.2338 -3.4684 -1.1706
H 0.5517 -1.9683 -1.5200
H -0.3563 -1.6691 1.1462
H 0.2064 -3.3180 1.0346
H 1.7553 -0.8462 1.1389
H 2.2782 -1.9062 -0.2016
H -3.5747 -1.8557 -0.3930
H -3.2606 -3.1525 -1.5112
H -1.1845 -4.9834 1.2664
H -1.7656 -3.1743 2.5121
H -0.6945 -1.1583 -2.9934
H -0.6777 -1.9345 -5.2576
H -3.5376 -3.7248 -4.7826
O 1.4779 5.5851 0.8661
S 1.2248 6.9757 0.7515
O 2.1963 7.9273 1.1520
O -0.1719 7.2908 1.4470
C -1.0706 7.9183 0.5178
C -0.6527 7.3633 -0.8285
O 0.7823 7.3098 -0.7448
H -0.9303 8.9989 0.5725
H -2.0932 7.6652 0.7805
H -0.9415 7.9991 -1.6595
H -1.0333 6.3526 -0.9862
O 7.5633 3.5127 -0.4524
S 6.3230 3.6791 0.2140
O 5.7390 2.6173 0.9466
O 5.2686 4.2612 -0.8344
C 4.7141 5.4993 -0.3582
C 5.8190 6.0983 0.4848
O 6.3874 4.9654 1.1593
H 3.8284 5.2816 0.2385
H 4.4442 6.1249 -1.2045
H 5.4507 6.8123 1.2152
H 6.5932 6.5628 -0.1294
O 3.1843 -3.7156 6.6757
S 2.8384 -4.6201 5.6433
O 1.7898 -4.3334 4.7346
O 2.6164 -6.0650 6.2940
C 3.4779 -7.0333 5.6789
C 4.6910 -6.2311 5.2542
O 4.1363 -4.9929 4.7901
H 2.9612 -7.4675 4.8213
H 3.7155 -7.8117 6.3979
H 5.2497 -6.6991 4.4495
H 5.3555 -6.0250 6.0951
```

These are the Löwdin partial charges, in e, on atoms 1 to 2: number 1, C, carries 0.0279; number 2, C, carries -0.5258


| no. | electronic energy (Eh) |
| --- | --- |
| 1 | -346.863460 |
| 2 | -288.894223 |
| 3 | -426.538846 |
| 4 | -970.010317 |
| 5 | -745.759873 |
| 6 | -7526.601036 |